# C23H25N6NiO2Se4

C23H25N6NiO2Se4 as an isolated structure (ωB97M-V/def2-TZVPD, the Open Molecules 2025 dataset).

- Energy above the lowest of the compared OMol25 structures with the same formula, charge and spin: 44.1 kcal per mole
- E_tot: -339719.0655 eV
- Expectation value of S²: 2.165

The geometry in ORCA input format:
```
! RIJCOSX wB97M-V def2-TZVPD def2/J DEFGRID3
* xyz -1 3
Ni 1.10126 0.56514 -1.16041
C 4.27799 -0.39974 1.57473
O 2.92995 0.02973 1.32042
C 2.45937 1.09680 1.97453
C 2.99925 1.52348 3.18741
C 2.51461 2.69508 3.77240
C 1.60102 3.50316 3.12159
C 1.00994 3.09824 1.95065
C 1.33616 1.78355 1.47551
N 0.38946 1.15510 0.59763
N -0.89039 1.64286 0.92390
C -1.81296 1.68331 0.03108
C -1.76447 1.29797 -1.42639
O -0.76507 0.75947 -2.01838
C -3.00772 1.41121 -2.19739
C -4.21265 1.53535 -1.52793
C -4.24707 1.76458 -0.15838
C -5.47907 1.83451 0.64445
C -5.48669 2.57657 1.78916
C -4.33544 3.23283 2.23374
C -3.10106 2.84365 1.72755
C -3.09286 2.12603 0.54261
H 4.36111 -1.11926 2.37350
H 4.66443 -0.85809 0.62221
H 4.94755 0.41632 1.80812
H 3.69319 0.91509 3.73021
H 2.86660 3.04026 4.78634
H 1.29426 4.46847 3.64063
H 0.21321 3.61391 1.37534
H -2.81910 1.21337 -3.26992
H -5.20607 1.31000 -1.97981
H -6.44320 1.50111 0.14598
H -6.41270 2.76850 2.36292
H -4.41678 3.95053 3.09424
H -2.10655 3.06868 2.13601
Se 2.09839 2.76590 -1.55616
Se 3.71486 3.45731 -0.10824
Se 4.09332 -1.18383 -2.63474
Se 2.92723 0.91386 -2.76360
C 1.71403 -2.30932 -0.62739
N 0.65467 -1.59642 -1.29753
C -0.65987 -2.00016 -0.71716
N -0.84360 -3.48003 -0.79742
C 0.27828 -4.20904 -0.18367
N 1.57963 -3.78106 -0.70232
C 1.57801 -4.08152 -2.14284
N 0.45480 -3.44621 -2.84411
C 0.60593 -1.99196 -2.72905
C -0.82954 -3.85592 -2.22703
H 1.78408 -1.92188 0.42815
H 2.66160 -1.95197 -1.17213
H -1.46310 -1.57212 -1.32157
H -0.71756 -1.75670 0.32826
H 0.07843 -5.27649 -0.55135
H 0.33192 -4.12828 0.88399
H 1.62765 -5.13309 -2.33796
H 2.48815 -3.58154 -2.54578
H -0.27624 -1.63047 -3.29620
H 1.55813 -1.89600 -3.24842
H -0.86158 -4.95420 -2.23704
H -1.63711 -3.44665 -2.80293
*
```

The Löwdin scheme yields these atomic charges, measured in e:
1 Ni 0.19
2 C -0.06
3 O -0.12
4 C -0.31
5 C -0.04
6 C -0.11
7 C -0.14
8 C -0.09
9 C -0.29
10 N -0.02
11 N 0.09
12 C -0.18
13 C -0.27
14 O -0.11
15 C 0.01
16 C -0.04
17 C -0.20
18 C -0.03
19 C -0.14
20 C -0.08
21 C -0.02
22 C -0.14
23 H 0.08
24 H 0.09
25 H 0.09
26 H 0.10
27 H 0.11
28 H 0.12
29 H 0.12
30 H 0.12
31 H 0.12
32 H 0.12
33 H 0.10
34 H 0.11
35 H 0.11
36 Se 0.05
37 Se -0.04
38 Se 0.03
39 Se 0.00
40 C -0.25
41 N -0.14
42 C -0.13
43 N -0.09
44 C -0.18
45 N -0.08
46 C -0.19
47 N -0.10
48 C -0.19
49 C -0.17
50 H 0.13
51 H -0.06
52 H 0.12
53 H 0.12
54 H 0.13
55 H 0.11
56 H 0.11
57 H 0.09
58 H 0.14
59 H 0.05
60 H 0.11
61 H 0.11

# C9H8NS

An isolated ion of composition C9H8NS and charge +1 (ωB97M-V/def2-TZVPD, the Open Molecules 2025 dataset).

- SMILES string: C[N+]1=CC(=S)c2ccccc21
- Energy above the lowest of the compared OMol25 structures with the same formula, charge and spin: 0.0 kcal per mole
- E_tot: -21779.3251 eV

The geometry in ORCA input format:
```
! RIJCOSX wB97M-V def2-TZVPD def2/J DEFGRID3
* xyz 1 1
C 1.28037 -1.70062 -0.90044
N -0.04318 -1.19733 -0.68257
C -1.13676 -1.77046 -0.99881
C -2.38256 -1.03936 -0.52213
S -3.91031 -1.40986 -0.92998
C -1.75886 0.10297 0.12272
C -2.26966 1.25149 0.71739
C -1.38550 2.21137 1.08745
C -0.03913 2.11347 0.94887
C 0.51550 0.97574 0.53216
C -0.34797 0.01321 0.01936
H 1.34266 -2.55938 -1.55930
H 1.64756 -1.97765 0.08472
H 1.94900 -0.88948 -1.52949
H -1.30836 -2.75356 -1.53825
H -3.35842 1.41778 1.08003
H -1.67504 3.10959 1.73423
H 0.54961 2.93898 1.49841
H 1.57316 0.67986 0.70345
*
```

The Löwdin scheme yields these atomic charges, measured in e:
1 C 0.02
2 N -0.05
3 C 0.02
4 C -0.64
5 S 0.92
6 C -0.18
7 C 0.00
8 C -0.09
9 C -0.08
10 C 0.00
11 C -0.12
12 H 0.10
13 H 0.12
14 H 0.18
15 H 0.18
16 H 0.17
17 H 0.15
18 H 0.16
19 H 0.14

# C2H4N2OS2

The molecule C2H4N2OS2 (ωB97M-V/def2-TZVPD, the Open Molecules 2025 dataset).

- SMILES string: [H]/N=C(\NS)SC=O
- Energy above the lowest of the compared OMol25 structures with the same formula, charge and spin: 25.7 kcal per mole
- E_tot: -28835.9708 eV

The geometry in ORCA input format:
```
! RIJCOSX wB97M-V def2-TZVPD def2/J DEFGRID3
* xyz 0 1
H 0.19336 -2.16791 -0.68826
N 0.36502 -1.19663 -0.89941
C -0.26568 -0.39930 -0.12901
N -1.07459 -0.75131 0.93519
S -1.53512 0.20751 2.27128
S 0.01459 1.39869 -0.18988
C 1.14925 1.50679 -1.55137
O 1.61791 2.55505 -1.90089
H -1.40210 -1.68422 0.98958
H -0.44073 0.01615 3.11136
H 1.37811 0.51518 -1.94860
*
```

The Löwdin scheme yields these atomic charges, measured in e:
1 H 0.05
2 N 0.07
3 C -0.77
4 N -0.45
5 S 0.72
6 S 0.95
7 C -0.58
8 O -0.02
9 H 0.07
10 H -0.11
11 H 0.07

# C19H27N3O4S3

The molecule C19H27N3O4S3 (ωB97M-V/def2-TZVPD, the Open Molecules 2025 dataset).

- SMILES string: CCCS(=O)(=O)c1nc(S(=O)(=O)c2ccc(C)cc2)c(N2CCN(CC)CC2)s1
- E_tot: -65305.4951 eV

The geometry in ORCA input format:
```
! RIJCOSX wB97M-V def2-TZVPD def2/J DEFGRID3
* xyz 0 1
C 4.97451 1.75784 -0.63983
C 3.76856 2.57882 -0.19782
C 2.56894 1.70353 0.10808
S 1.21714 2.79803 0.61349
O 1.53984 3.43580 1.85930
O 0.84145 3.64993 -0.48118
C -0.12370 1.65138 0.89148
N 0.04612 0.38850 0.72624
C -1.07512 -0.33096 0.93699
S -0.77006 -2.07111 0.63071
O -1.16828 -2.84583 1.77945
O -1.36238 -2.43925 -0.63278
C 1.01162 -2.08676 0.48150
C 1.77758 -2.20690 1.62377
C 3.15635 -2.18798 1.51586
C 3.76978 -2.04895 0.27404
C 5.26282 -2.06441 0.16212
C 2.97441 -1.92951 -0.86130
C 1.59453 -1.94737 -0.76170
C -2.19547 0.40667 1.27595
N -3.44357 0.00293 1.63367
C -4.48894 0.99649 1.48384
C -4.75884 1.21939 -0.03170
N -3.88065 0.33592 -0.75978
C -3.65488 0.61461 -2.16239
C -2.19728 0.33870 -2.52627
C -4.16024 -1.04842 -0.44413
C -3.89070 -1.25809 1.06703
S -1.74059 2.10291 1.33253
H 5.26929 1.06505 0.14414
H 5.81489 2.41076 -0.85961
H 4.73727 1.18665 -1.53416
H 3.48717 3.28608 -0.98020
H 4.01286 3.15380 0.69725
H 2.74268 1.02117 0.93448
H 2.21565 1.15537 -0.75977
H 1.28363 -2.32571 2.57501
H 3.76595 -2.28576 2.40226
H 5.72389 -1.60909 1.03537
H 5.59444 -1.54109 -0.73082
H 5.61505 -3.09432 0.09963
H 3.44188 -1.82673 -1.82967
H 0.96025 -1.86542 -1.62989
H -4.18086 1.92120 1.97243
H -5.37810 0.61782 1.99071
H -5.82451 1.02999 -0.25060
H -4.52911 2.24941 -0.30850
H -4.32188 0.01528 -2.80154
H -3.87688 1.66862 -2.34689
H -2.04889 0.46716 -3.59531
H -1.91883 -0.67475 -2.24856
H -1.54523 1.03033 -1.99714
H -5.20407 -1.31588 -0.68498
H -3.49248 -1.68324 -1.02435
H -3.13838 -2.02433 1.23452
H -4.79862 -1.54831 1.59907
*
```

The Löwdin scheme yields these atomic charges, measured in e:
1 C -0.10
2 C -0.28
3 C -0.25
4 S 0.64
5 O -0.31
6 O -0.31
7 C -0.64
8 N 0.02
9 C -0.33
10 S 0.74
11 O -0.30
12 O -0.31
13 C -0.30
14 C -0.05
15 C -0.03
16 C -0.27
17 C -0.05
18 C -0.03
19 C -0.05
20 C -0.44
21 N -0.13
22 C -0.15
23 C -0.16
24 N -0.21
25 C -0.23
26 C -0.06
27 C -0.14
28 C -0.10
29 S 1.16
30 H 0.07
31 H 0.07
32 H 0.07
33 H 0.11
34 H 0.11
35 H 0.11
36 H 0.10
37 H 0.12
38 H 0.12
39 H 0.08
40 H 0.07
41 H 0.09
42 H 0.12
43 H 0.12
44 H 0.09
45 H 0.12
46 H 0.12
47 H 0.11
48 H 0.12
49 H 0.12
50 H 0.07
51 H 0.05
52 H 0.07
53 H 0.13
54 H 0.10
55 H 0.08
56 H 0.13

# C2H10N3

A 2-piece molecular cluster, C2H10N3 overall (ωB97M-V/def2-TZVPD, the Open Molecules 2025 dataset).

- Energy above the lowest of the compared OMol25 structures with the same formula, charge and spin: 132.5 kcal per mole
- E_tot: -6695.2945 eV

The geometry in ORCA input format:
```
! RIJCOSX wB97M-V def2-TZVPD def2/J DEFGRID3
* xyz 1 1
C 0.26692 -0.40076 -2.14152
C -0.13250 1.39046 0.65829
N 1.11385 -0.60056 1.06983
N -1.17677 -0.73635 0.69454
N 0.01134 -0.04231 0.50023
H -0.16036 -1.38305 -2.14943
H -0.32160 0.44677 -2.42900
H 1.33585 -0.30686 -2.12619
H 0.82316 1.87221 0.47201
H -0.86711 1.76723 -0.05021
H -0.47427 1.63262 1.67091
H 1.61341 -0.00301 1.72234
H 0.98268 -1.54120 1.41862
H -1.93226 -0.35650 0.13140
H -1.08235 -1.73870 0.55819
*
```

The Löwdin scheme yields these atomic charges, measured in e:
1 C 0.14
2 C -0.01
3 N 0.15
4 N 0.14
5 N -0.29
6 H 0.01
7 H 0.01
8 H 0.01
9 H 0.11
10 H 0.10
11 H 0.12
12 H 0.13
13 H 0.13
14 H 0.13
15 H 0.12

# C48H38BaBr2F10N11O7

C48H38BaBr2F10N11O7 as an isolated structure (ωB97M-V/def2-TZVPD, the Open Molecules 2025 dataset).

- Energy above the lowest of the compared OMol25 structures with the same formula, charge and spin: 29.8 kcal per mole
- E_tot: -249072.7733 eV

The geometry in ORCA input format:
```
! RIJCOSX wB97M-V def2-TZVPD def2/J DEFGRID3
* xyz -1 1
Ba 1.07712 -0.58426 0.36714
C 3.35782 1.14544 2.30404
N 3.35672 -0.18656 1.71874
C 3.37462 -1.18076 2.78544
C 2.97292 -2.58686 2.34144
N 1.59512 -2.61746 1.91794
C 0.93612 -3.75446 1.96654
C -0.48018 -3.75466 1.79924
F -1.11618 -2.55516 1.69644
C -1.27278 -4.87696 1.77334
F -2.59868 -4.74746 1.55964
C -0.72568 -6.13676 1.99724
F -1.49668 -7.24596 2.03034
C 0.64452 -6.20676 2.21384
F 1.20992 -7.40736 2.45264
C 1.43982 -5.07976 2.18584
F 2.77102 -5.30436 2.36004
C 4.50512 -0.32846 0.83324
C 4.26382 0.29964 -0.53876
N 3.12012 -0.33086 -1.13376
C 2.90342 -0.29046 -2.41876
C 1.73392 -0.94916 -2.89896
F 0.94992 -1.53846 -1.94776
C 1.30202 -0.97226 -4.19706
F 0.14732 -1.59456 -4.50406
C 2.03962 -0.32656 -5.18796
F 1.63372 -0.29906 -6.48206
C 3.19062 0.34254 -4.78676
F 3.87942 1.06354 -5.70726
C 3.62692 0.34764 -3.48026
F 4.75282 1.07674 -3.22476
H 4.23822 1.30214 2.94614
H 2.45562 1.29294 2.88944
H 3.35552 1.89344 1.51804
H 2.65302 -0.86006 3.53934
H 4.37302 -1.23916 3.25224
H 3.13792 -3.23976 3.20734
H 3.62672 -2.92966 1.52754
H 4.69112 -1.39046 0.66904
H 5.40792 0.11704 1.28374
H 5.17542 0.16154 -1.13186
H 4.08512 1.37864 -0.44216
O -5.69808 -1.35386 -2.03546
C -4.43308 -1.36366 -1.56506
C -3.90878 -0.32396 -0.79626
C -2.58718 -0.38666 -0.40056
N -1.78888 -1.39996 -0.70936
C -2.31168 -2.40336 -1.38076
Br -1.17048 -3.88006 -1.69766
C -3.61108 -2.45176 -1.85456
H -6.12878 -0.53016 -1.77016
H -4.51828 0.51774 -0.50426
H -2.14368 0.39294 0.20004
H -3.98938 -3.29106 -2.41376
Br -5.06578 2.56584 1.55534
C -3.36308 3.39294 1.40404
C -3.25228 4.76174 1.56134
C -1.97508 5.28654 1.42844
C -0.91178 4.43114 1.19104
C -1.15318 3.06414 1.07754
N -2.38198 2.57044 1.16024
C -0.01838 2.05424 0.93824
O 1.07702 2.45364 0.53974
O -0.29078 0.88984 1.29084
H -4.10848 5.38184 1.77704
H -1.82258 6.35224 1.53724
H 0.10252 4.78524 1.11254
O 0.12802 2.01104 3.87364
N 0.17822 0.84304 4.15314
N 1.78782 3.09434 -6.67626
C 1.57432 3.43094 -7.98386
C 2.41652 3.84984 -9.00286
C 1.83312 4.11944 -10.22496
C 0.45702 3.98034 -10.42936
C -0.38768 3.57334 -9.42006
C 0.17602 3.29324 -8.17906
N -0.40568 2.87054 -7.01956
C 0.56632 2.75214 -6.15186
C 0.36482 2.33074 -4.77816
C 1.26332 2.62414 -3.75356
C 0.98312 2.16204 -2.47836
N -0.08918 1.44674 -2.17856
C -0.95188 1.18394 -3.14916
C -0.78228 1.60424 -4.45486
H 2.68562 2.96754 -6.23776
H 3.48152 3.95234 -8.85066
H 2.45342 4.44494 -11.04816
H 0.05112 4.19284 -11.40866
H -1.44988 3.46314 -9.56966
H 2.15512 3.20394 -3.94196
H 1.63022 2.38464 -1.64536
H -1.82048 0.60924 -2.86006
H -1.48928 1.37374 -5.23506
C -0.94578 -0.14666 7.79934
C -1.22708 -1.58026 7.36514
C -1.80468 -1.70276 5.93114
C -1.97678 -3.20296 5.58834
C -2.92958 -3.43826 4.42414
C -3.15948 -1.02906 5.91724
O -4.09678 -1.38526 6.58654
N -3.27338 0.04664 5.06904
C -2.26708 0.81464 4.50504
O -2.50288 1.89664 4.05174
N -0.99808 0.22294 4.55954
C -0.77178 -1.10386 4.99404
O 0.25172 -1.66046 4.72154
H -0.63428 -0.13526 8.84074
H -1.83758 0.47054 7.71054
H -0.15048 0.30214 7.21004
H -1.95888 -2.02316 8.04164
H -0.31158 -2.17006 7.40824
H -2.35458 -3.72366 6.46904
H -0.98758 -3.59516 5.34724
H -3.94538 -3.17426 4.70474
H -2.92488 -4.48926 4.14964
H -2.65018 -2.85016 3.55504
H -4.19358 0.47234 5.00124
*
```

Atomic partial charges in e from the Löwdin method, atoms 1 to 99:
1 Ba 2.10
2 C -0.10
3 N -0.35
4 C -0.21
5 C -0.26
6 N -0.17
7 C -0.24
8 C -0.20
9 F 0.02
10 C -0.21
11 F 0.08
12 C -0.17
13 F 0.07
14 C -0.16
15 F 0.09
16 C -0.13
17 F 0.05
18 C -0.20
19 C -0.24
20 N -0.16
21 C -0.26
22 C -0.18
23 F -0.15
24 C -0.16
25 F 0.10
26 C -0.17
27 F 0.08
28 C -0.17
29 F 0.07
30 C -0.14
31 F 0.05
32 H 0.10
33 H 0.06
34 H 0.07
35 H 0.11
36 H 0.12
37 H 0.12
38 H 0.11
39 H 0.11
40 H 0.12
41 H 0.11
42 H 0.11
43 O 0.07
44 C -0.31
45 C 0.00
46 C -0.14
47 N 0.00
48 C -0.72
49 Br 0.85
50 C -0.04
51 H 0.11
52 H 0.06
53 H 0.07
54 H 0.11
55 Br 0.73
56 C -0.75
57 C -0.11
58 C -0.05
59 C 0.01
60 C -0.16
61 N 0.10
62 C -0.71
63 O -0.03
64 O -0.42
65 H 0.10
66 H 0.11
67 H 0.12
68 O 0.06
69 N 0.07
70 N 0.18
71 C -0.19
72 C -0.03
73 C -0.11
74 C -0.11
75 C -0.02
76 C -0.23
77 N 0.18
78 C -0.28
79 C -0.15
80 C 0.01
81 C -0.12
82 N 0.09
83 C -0.12
84 C 0.01
85 H 0.14
86 H 0.11
87 H 0.09
88 H 0.09
89 H 0.11
90 H 0.12
91 H 0.10
92 H 0.10
93 H 0.11
94 C -0.07
95 C -0.16
96 C -0.29
97 C -0.15
98 C -0.06
99 C -0.43

> Number 2 is which compound?

C9H8NS

> The lowest E_tot belongs to which entry?

C23H25N6NiO2Se4